Record 1
{"formula": "C20H16ClF5O3PScTe", "method": "the ωB97M-V functional and the def2-TZVPD basis", "de_lowest_ev": 4.4717, "homo_energy_ev": -9.2, "total_energy_ev": -90537.60231, "multiplicity": 1, "charge": 0, "symbols": ["Te", "Sc", "Cl", "P", "F", "F", "F", "F", "F", "O", "O", "O", "C", "C", "C", "C", "C", "C", "C", "C", "C", "C", "C", "C", "C", "C", "C", "C", "C", "C", "C", "C", "H", "H", "H", "H", "H", "H", "H", "H", "H", "H", "H", "H", "H", "H", "H", "H"], "positions_angstrom": [[1.24988, 2.46973, -1.17198], [-0.63582, 0.21288, -0.41172], [-1.74698, -2.09279, -0.32718], [-0.26530, 0.19070, 2.40477], [2.43720, 3.02583, 0.15522], [0.99736, 4.30603, -1.11444], [2.56652, 2.60733, -2.42169], [0.12418, 2.75480, -2.60739], [0.29002, 0.51380, -2.06269], [1.06417, -0.73470, 0.14470], [-0.05695, 2.03742, 0.03562], [2.42517, 0.80327, -0.71795], [-2.19008, -1.63544, 3.09902], [-0.40423, 2.82950, 3.21337], [2.04018, 0.46106, 3.99075], [3.82766, 0.61506, 1.86707], [1.56395, 0.24909, 2.70116], [1.98816, 0.08263, 0.28180], [-1.86281, -3.67194, 4.32837], [-0.50956, -3.39152, 4.43008], [-1.54965, 3.66337, 5.15849], [-0.79478, 1.52701, 3.53677], [0.00606, -2.22363, 3.87808], [2.49197, 0.30735, 1.64756], [-2.58461, -0.58023, -1.02811], [4.28159, 0.78692, 3.16268], [-0.77820, 3.88968, 4.02355], [-1.94082, 2.37421, 5.48168], [-2.70583, -2.79071, 3.66144], [-1.56486, 1.30687, 4.67390], [-0.83209, -1.33269, 3.21729], [3.38832, 0.69353, 4.22200], [-2.26148, -4.58194, 4.75870], [3.73835, 0.83429, 5.23688], [-1.84631, 4.49302, 5.78741], [4.49294, 0.71633, 1.01987], [5.32452, 1.00979, 3.34685], [-2.53820, 2.19349, 6.36625], [0.15144, -4.08307, 4.93700], [-2.84601, -0.96198, 2.55789], [1.34555, 0.46280, 4.82283], [-2.75118, -0.81653, -2.07582], [-0.47253, 4.89476, 3.76330], [-3.76100, -3.01308, 3.56855], [1.06506, -2.01581, 3.95797], [-1.87030, 0.30330, 4.93851], [0.19172, 3.01644, 2.32675], [-3.54766, -0.52936, -0.52657]], "forces_ev_per_a": [[0.567, 1.268, 0.031], [-1.895, -1.229, -0.101], [-0.168, 0.007, -0.083], [0.076, -0.015, 0.403], [0.391, 0.034, 0.556], [-0.184, 0.516, 0.038], [0.554, -0.078, -0.420], [-0.535, -0.039, -0.601], [0.278, -0.064, -0.241], [0.789, -0.780, 0.316], [0.444, 0.627, 0.019], [-0.336, -0.450, 0.520], [0.006, -0.009, 0.039], [-0.031, 0.023, 0.003], [0.007, 0.017, 0.024], [0.001, 0.002, 0.039], [-0.030, 0.123, -0.100], [0.276, 0.372, -0.440], [-0.010, 0.001, -0.005], [0.020, 0.050, -0.025], [0.028, 0.015, -0.041], [-0.016, 0.001, -0.040], [-0.011, -0.047, 0.030], [0.042, -0.039, 0.033], [-0.338, -0.199, 0.062], [0.011, 0.004, 0.014], [-0.016, -0.047, 0.007], [0.010, -0.021, -0.024], [0.020, 0.005, 0.015], [0.007, 0.019, 0.027], [0.040, -0.087, -0.044], [0.018, 0.010, 0.018], [0.004, 0.017, -0.008], [-0.008, 0.005, -0.015], [0.011, -0.003, -0.008], [-0.010, -0.017, 0.005], [-0.024, -0.015, 0.001], [0.001, -0.008, -0.012], [-0.004, 0.017, -0.008], [-0.013, -0.003, 0.001], [0.021, 0.021, -0.008], [0.032, 0.011, -0.077], [0.003, -0.008, 0.006], [0.010, 0.010, -0.007], [-0.009, -0.022, 0.003], [-0.006, -0.015, 0.012], [-0.022, -0.025, 0.011], [0.001, 0.047, 0.077]]}


Record 2
{"formula": "C20H16ClN", "method": "the ωB97M-V functional and the def2-TZVPD basis", "de_lowest_ev": 1.7165, "homo_energy_ev": -7.6, "total_energy_ev": -35011.40105, "multiplicity": 1, "charge": 0, "symbols": ["Cl", "N", "C", "C", "C", "C", "C", "C", "C", "C", "C", "C", "C", "C", "C", "C", "C", "C", "C", "C", "C", "C", "H", "H", "H", "H", "H", "H", "H", "H", "H", "H", "H", "H", "H", "H", "H", "H"], "positions_angstrom": [[4.84996, 0.00302, 3.14157], [0.71542, -1.04414, 0.35173], [-2.14679, -1.25192, -1.80694], [-0.78037, -3.55625, -2.47697], [2.68645, 1.52605, 2.84486], [2.57426, -0.51089, 1.57872], [-2.87677, -0.12514, -1.52814], [-1.07851, 2.78341, 1.10925], [1.40925, 1.91653, 2.39227], [3.29970, 0.29481, 2.53346], [0.71754, 1.07167, 1.54783], [-0.43586, -0.70247, -0.22601], [1.26853, -0.11118, 1.12409], [-0.77157, 3.54486, -0.15986], [-0.52614, 1.46189, 0.86204], [-2.01802, -3.34218, -3.10863], [3.28408, -1.72529, 0.86750], [-2.72507, -2.13577, -2.79856], [-1.12489, 0.53095, -0.03093], [-0.92028, -1.54631, -1.18765], [-2.41612, 0.80206, -0.56366], [-0.25919, -2.80659, -1.46097], [-3.85733, 0.16365, -1.88983], [-0.61353, 3.29330, 1.91280], [-0.30625, -4.50730, -2.72985], [-1.36042, 3.18015, -1.01012], [2.87482, -2.59522, 1.33886], [-1.00794, 4.58924, -0.02037], [0.68028, -2.97011, -1.12949], [4.34381, -1.66020, 1.15880], [-2.96787, 1.70054, -0.38765], [-3.72784, -1.82561, -3.22789], [-2.16855, 2.70165, 1.36716], [3.22958, 2.21826, 3.51506], [-2.36519, -3.93043, -3.94694], [3.26791, -1.73112, -0.22891], [0.25971, 3.45788, -0.54015], [0.99324, 2.83823, 2.81353]], "forces_ev_per_a": [[0.698, -0.428, 0.156], [-1.025, 1.025, -0.812], [-0.353, -2.719, -2.225], [-0.272, -1.921, 0.054], [-1.098, 1.329, 0.854], [2.948, 0.300, 0.447], [-0.582, 4.747, 3.560], [-1.300, -0.034, -0.552], [2.625, 0.039, 1.877], [-3.315, -0.378, -2.987], [-3.349, 1.614, -2.287], [1.159, 1.600, 1.151], [2.466, -2.384, 1.064], [-0.479, 0.718, -1.282], [1.520, -2.782, 1.310], [-1.330, 3.364, 0.138], [0.354, 1.821, 1.518], [1.002, -1.317, 0.230], [0.867, 1.807, 2.553], [-1.136, -3.551, -1.523], [0.052, -2.710, -2.990], [-3.497, 2.517, -2.353], [0.053, -0.794, -0.636], [0.370, 0.239, 0.860], [0.236, 0.344, -0.034], [-0.103, 0.092, 0.249], [-0.214, -0.894, -0.315], [0.023, 0.463, -0.149], [2.611, -0.667, 1.483], [-0.308, -0.174, -0.080], [-0.098, 0.269, 0.301], [1.478, -0.676, 0.369], [0.814, 0.364, -0.508], [-0.379, -0.487, -0.391], [0.047, -0.379, 0.264], [-0.603, 0.059, 0.442], [-0.147, -0.020, 0.728], [0.261, -0.394, -0.484]]}


Record 3
{"formula": "C20H16ClN3O2S2", "method": "the ωB97M-V functional and the def2-TZVPD basis", "de_lowest_ev": 0.0000, "homo_energy_ev": -7.8, "total_energy_ev": -63757.67046, "multiplicity": 1, "charge": 0, "symbols": ["Cl", "S", "S", "O", "O", "N", "N", "N", "C", "C", "C", "C", "C", "C", "C", "C", "C", "C", "C", "C", "C", "C", "C", "C", "C", "C", "C", "C", "H", "H", "H", "H", "H", "H", "H", "H", "H", "H", "H", "H", "H", "H", "H", "H"], "positions_angstrom": [[-2.60338, 2.95825, -0.63729], [-2.04788, -1.22748, -0.09261], [2.96598, 2.80612, 0.30632], [-7.09729, -2.05570, 0.20349], [3.61101, 0.30469, 1.52768], [0.65056, 0.17046, -1.20100], [1.84126, 0.76008, -1.08185], [0.43340, 1.80451, 0.24910], [-8.43329, -1.61132, 0.18718], [-2.68463, 1.26597, -0.34563], [7.20154, -1.34837, -1.12236], [7.04574, -2.61782, -0.58784], [-3.92921, 0.58262, -0.21490], [-1.59521, 0.44920, -0.29424], [-6.09873, -1.14656, 0.06317], [-4.80751, -1.66725, 0.07346], [5.31185, -0.57060, 0.14575], [-3.73753, -0.80464, -0.06597], [1.71136, 1.73030, -0.21351], [4.35655, 1.76009, -0.20831], [-6.29742, 0.23368, -0.08571], [-0.04348, 2.66690, 1.28894], [6.02521, -2.86827, 0.31531], [5.16688, -1.85089, 0.68236], [-5.22735, 1.08821, -0.22311], [-0.20154, 0.78791, -0.42144], [6.34053, -0.32802, -0.76409], [4.35557, 0.46658, 0.59084], [-4.66523, -2.72880, 0.18673], [-0.93000, 2.22752, 1.74399], [4.36497, -2.02458, 1.38397], [5.90116, -3.85635, 0.73246], [7.72083, -3.41004, -0.87584], [-5.38570, 2.14954, -0.33795], [7.99922, -1.15388, -1.82400], [-7.29461, 0.64305, -0.09493], [-0.29184, 3.65320, 0.89191], [-8.63984, -0.92439, 1.01395], [5.26304, 2.33490, -0.01805], [-8.68536, -1.12797, -0.76192], [6.48261, 0.65445, -1.18668], [-9.04023, -2.50742, 0.30556], [4.24700, 1.55505, -1.27259], [0.74097, 2.77706, 2.03962]], "forces_ev_per_a": [[-0.072, 0.114, -0.069], [-0.174, 0.271, -0.011], [0.423, 0.330, -0.047], [0.262, -0.086, 0.006], [0.192, -0.163, -0.045], [-1.150, -0.636, -0.145], [0.898, 0.502, 0.190], [0.464, -0.512, -0.552], [-0.217, 0.072, -0.001], [0.663, -0.328, -0.022], [0.134, -0.071, -0.076], [0.031, 0.058, -0.039], [-0.302, -0.272, 0.088], [-0.822, 0.018, 0.075], [0.410, -0.071, -0.009], [-0.368, -0.008, 0.002], [0.235, -0.577, 0.076], [0.248, 0.289, -0.037], [-0.161, 0.071, -0.072], [-0.701, 0.331, 0.191], [-0.272, -0.081, 0.017], [-0.110, 0.425, 0.396], [-0.009, -0.033, 0.025], [-0.035, 0.141, -0.026], [0.211, -0.046, -0.004], [0.453, 0.208, -0.097], [-0.224, 0.036, 0.174], [-0.036, 0.182, 0.026], [-0.023, -0.179, 0.019], [0.055, 0.047, -0.017], [-0.053, -0.001, 0.048], [-0.017, -0.079, 0.030], [0.052, -0.060, -0.030], [-0.045, 0.101, -0.016], [0.058, 0.016, -0.050], [-0.101, 0.007, 0.003], [-0.033, -0.091, 0.075], [0.013, -0.016, -0.042], [0.018, -0.001, -0.057], [0.015, -0.007, 0.043], [-0.007, 0.102, -0.066], [0.001, 0.098, -0.011], [0.171, -0.028, 0.046], [-0.074, -0.072, 0.009]]}


Record 4
{"formula": "C20H16CrN6O4", "method": "the ωB97M-V functional and the def2-TZVPD basis", "homo_energy_ev": [-10.1, -10.1], "total_energy_ev": -66545.08891, "multiplicity": 4, "s2": 3.79, "charge": 1, "symbols": ["Cr", "O", "O", "O", "O", "N", "N", "N", "N", "N", "N", "C", "C", "C", "C", "C", "C", "C", "C", "C", "C", "C", "C", "C", "C", "C", "C", "C", "C", "C", "C", "H", "H", "H", "H", "H", "H", "H", "H", "H", "H", "H", "H", "H", "H", "H", "H"], "positions_angstrom": [[0.52458, -0.17513, -0.06410], [1.68349, -1.85716, 3.21997], [-0.72761, 3.76943, 5.56221], [0.28836, 1.95208, 6.49336], [1.56230, -1.12659, 1.11305], [1.65916, -1.21161, -1.44275], [-0.58624, -1.84642, -0.20847], [-0.58064, -3.97145, -0.88791], [-1.67010, -3.69121, -0.14301], [3.30620, -3.00495, -2.73789], [0.02892, 0.81346, 1.65540], [0.05394, 2.68299, -1.69718], [1.31479, -1.03066, 2.44725], [-1.19423, 0.62304, -2.10011], [-0.21784, 2.64213, 5.60182], [-2.29489, 2.58808, -1.21978], [0.56011, 0.20774, 2.75856], [0.01605, 1.33912, -2.10269], [-0.12486, 1.97821, 4.20154], [-0.65412, 2.60415, 3.07936], [-1.10648, 3.31502, -1.29947], [-1.67584, -2.42649, 0.26461], [0.05761, -2.83741, -0.89926], [-1.34595, -0.62865, -2.92494], [-2.33061, 1.25176, -1.57608], [1.32815, -2.50821, -1.55005], [2.81744, -0.81450, -1.96035], [-0.57845, 2.00190, 1.84803], [3.63608, -1.72685, -2.61727], [0.48673, 0.73525, 4.01671], [2.15890, -3.40252, -2.19972], [-1.12823, 3.56835, 3.21338], [-2.43078, -1.98051, 0.89140], [0.97660, 3.24264, -1.78214], [0.90940, 0.21394, 4.86661], [-3.20087, 3.07634, -0.88458], [-2.16642, -1.25388, -2.57409], [-2.35087, -4.41347, 0.04514], [-0.43516, -1.22289, -2.97648], [1.89225, -4.44927, -2.27519], [-1.58298, -0.32837, -3.94748], [3.09870, 0.22501, -1.84719], [4.57577, -1.40939, -3.05016], [0.84311, 0.95336, -2.68941], [-1.09362, 4.36579, -1.04283], [-3.27312, 0.71750, -1.56271], [-1.02873, 2.45032, 0.98486]], "forces_ev_per_a": [[-0.158, 0.192, 1.033], [0.016, 0.067, 0.028], [-0.137, -0.096, 0.010], [-0.150, -0.076, 0.004], [0.086, 0.220, -0.241], [0.246, -0.251, -0.251], [-0.137, 0.171, -0.069], [-0.049, 0.010, 0.065], [0.036, -0.003, -0.058], [-0.007, 0.001, 0.007], [0.109, -0.088, -0.084], [0.020, -0.003, -0.043], [0.059, -0.223, -0.111], [0.027, 0.062, -0.199], [0.393, 0.262, 0.083], [0.040, -0.018, 0.118], [0.009, 0.146, -0.168], [-0.087, 0.050, -0.136], [-0.157, -0.178, -0.214], [-0.051, 0.095, 0.067], [-0.002, -0.007, 0.125], [0.023, -0.020, 0.094], [0.140, 0.010, -0.114], [-0.012, -0.028, 0.059], [-0.006, 0.013, -0.043], [-0.126, 0.004, 0.108], [-0.019, -0.093, -0.035], [-0.124, -0.214, -0.069], [-0.001, -0.007, -0.018], [-0.011, -0.058, 0.117], [0.015, -0.035, -0.034], [-0.002, -0.001, 0.025], [-0.013, 0.013, -0.012], [0.013, -0.014, 0.044], [0.013, 0.045, 0.028], [-0.003, 0.005, -0.021], [0.009, -0.012, 0.013], [0.006, -0.006, 0.015], [-0.034, 0.052, -0.040], [0.006, -0.002, -0.020], [-0.026, -0.012, -0.001], [-0.002, -0.001, -0.011], [0.009, 0.000, 0.010], [0.075, -0.075, 0.151], [-0.002, -0.005, 0.007], [0.001, -0.002, 0.006], [-0.035, 0.108, -0.227]]}